(1)
Density functional theory data (ωB97M-V with the def2-TZVPD basis set) for a structure of composition C19H30ClN5PtS.

Computed properties:
Energy: -1991.99304 Eh
Energy above the lowest of the compared OMol25 structures with the same formula, charge and spin: 138.48 kJ/mol
HOMO-LUMO gap: 6.159 eV
HOMO level: -0.744 Eh

ORCA input file:
```
! wB97M-V def2-TZVPD RIJCOSX def2/J DEFGRID3
* xyz 4 1
Pt 0.768 0.629 0.133
N -2.526 -1.424 -2.566
C -1.728 -0.517 -3.516
C -0.264 -0.965 -3.634
C 0.816 -0.157 -2.903
N 1.107 -0.599 -1.475
C 0.549 1.336 -2.974
C -0.832 1.710 -2.440
N -0.870 1.523 -0.934
C -1.936 0.971 -3.204
H -2.517 -2.389 -2.917
H -3.512 -1.140 -2.543
H -2.192 -1.454 -1.601
H -2.224 -0.735 -4.461
H -0.008 -0.853 -4.691
H -0.157 -2.039 -3.454
H 1.749 -0.356 -3.430
H 2.120 -0.717 -1.431
H 0.750 -1.535 -1.280
H 0.635 1.655 -4.015
H 1.326 1.882 -2.436
H -0.995 2.772 -2.620
H -1.689 0.994 -0.641
H -1.001 2.444 -0.517
H -1.997 1.468 -4.174
H -2.918 1.145 -2.751
C 1.719 -4.468 4.593
C 1.079 -3.748 3.465
C -0.064 -4.145 2.796
C -0.538 -3.383 1.740
N 0.074 -2.231 1.346
C 1.140 -1.864 2.003
S 2.069 -0.385 1.700
N 1.649 -2.598 3.027
C -1.753 -3.787 0.979
H 1.175 -5.380 4.823
H 1.734 -3.833 5.483
H 2.749 -4.727 4.337
H -0.569 -5.051 3.097
H 2.500 -2.280 3.484
H -2.214 -4.681 1.389
H -1.474 -3.990 -0.058
H -2.481 -2.973 1.000
Cl 1.985 2.568 3.680
C 1.071 3.473 2.587
C 0.156 4.392 3.067
C -0.523 5.200 2.170
C -0.320 5.126 0.764
C 0.559 4.219 0.272
C 1.288 3.340 1.154
C 2.249 2.490 0.637
H 0.011 4.505 4.133
H -1.213 5.942 2.558
H -0.832 5.827 0.118
H 0.797 4.189 -0.786
H 2.952 2.015 1.310
H 2.572 2.592 -0.393
*
```

=====

(2)
Density functional theory data (ωB97M-V with the def2-TZVPD basis set) for the molecule C6H9NS2.

Computed properties:
Energy: -1084.96448 Eh
Energy above the lowest of the compared OMol25 structures with the same formula, charge and spin: 513.61 kJ/mol
HOMO-LUMO gap (spin up / spin down): 6.633 / 6.992 eV
HOMO level (spin up / spin down): -0.290 / -0.296 Eh

ORCA input file:
```
! wB97M-V def2-TZVPD RIJCOSX def2/J DEFGRID3
* xyz 0 1
C -0.809 -0.093 -0.786
C -1.813 0.430 -1.456
C 0.454 -0.469 -1.307
C -1.116 -0.329 0.735
C 1.704 0.109 -0.480
C -2.186 0.691 1.120
N 1.704 1.528 -0.480
S -3.106 1.052 -0.427
S 0.724 2.318 0.674
H 0.532 -1.576 -1.224
H 0.535 -0.224 -2.459
H -1.504 -1.387 0.865
H -0.078 -0.193 1.285
H 1.834 -0.227 0.569
H 2.626 -0.252 -0.946
H -3.131 0.485 1.599
H -1.942 1.607 1.415
H 1.936 2.008 -1.294
*
```

=====

(3)
Density functional theory data (ωB97M-V with the def2-TZVPD basis set) for a structure of composition CsH4O2.

Computed properties:
Energy: -172.81525 Eh
Energy above the lowest of the compared OMol25 structures with the same formula, charge and spin: 55.57 kJ/mol
HOMO-LUMO gap: 12.008 eV
HOMO level: -0.583 Eh

ORCA input file:
```
! wB97M-V def2-TZVPD RIJCOSX def2/J DEFGRID3
* xyz 1 1
Cs 35.411 -14.420 -12.230
O 33.542 -13.431 -9.854
H 32.896 -12.725 -9.712
H 33.178 -13.962 -10.569
O 37.117 -16.752 -12.504
H 37.787 -16.712 -13.202
H 37.609 -16.618 -11.683
*
```

=====

(4)
Density functional theory data (ωB97M-V with the def2-TZVPD basis set) for a structure of composition C25H74NO25S.

Computed properties:
Energy: -3330.20676 Eh
Energy above the lowest of the compared OMol25 structures with the same formula, charge and spin: 197.32 kJ/mol
HOMO-LUMO gap: 5.881 eV
HOMO level: -0.178 Eh

ORCA input file:
```
! wB97M-V def2-TZVPD RIJCOSX def2/J DEFGRID3
* xyz -1 1
C -0.971 0.287 -2.022
N -0.921 0.603 -0.579
C -1.388 2.059 -0.543
C -2.037 -0.124 0.192
C 0.360 0.520 -0.056
C 1.064 -0.798 -0.157
O 2.221 -0.907 0.623
H -0.141 0.801 -2.442
H -1.963 0.544 -2.609
H -0.760 -0.798 -2.218
H -0.762 2.719 -1.157
H -1.530 2.581 0.522
H -2.379 1.968 -1.117
H -2.999 0.117 -0.190
H -2.071 0.099 1.231
H -1.813 -1.008 0.136
H 0.232 0.798 1.048
H 0.929 1.338 -0.473
H 1.399 -0.968 -1.072
H 0.327 -1.587 0.055
H 2.755 -1.756 0.571
S 2.819 -4.319 -0.178
O 2.255 -4.530 -1.472
O 3.821 -5.265 0.127
O 3.500 -3.056 -0.114
O 1.718 -4.407 0.789
C 2.990 2.128 -3.172
C 4.101 2.114 -2.115
O 5.034 1.250 -2.575
O 1.911 2.968 -2.871
H 2.432 1.200 -3.335
H 3.504 2.496 -3.993
H 3.646 1.639 -1.393
H 4.481 3.145 -1.940
H 4.504 0.252 -2.681
H 1.774 3.486 -3.647
C -3.447 4.986 -1.640
C -4.572 4.614 -2.690
O -5.819 5.128 -2.163
O -2.139 4.722 -2.034
H -3.949 4.489 -0.835
H -3.481 5.901 -1.557
H -4.596 3.566 -2.893
H -4.223 5.301 -3.527
H -6.455 4.676 -2.688
H -1.882 5.228 -2.859
C 4.510 -2.855 2.990
C 5.763 -2.491 2.108
O 5.252 -1.762 1.117
O 4.929 -3.785 3.983
H 3.666 -3.066 2.353
H 4.352 -1.885 3.473
H 6.242 -3.424 1.639
H 6.703 -2.018 2.607
H 4.698 -2.476 0.548
H 4.668 -4.654 3.652
C 0.156 5.046 4.179
C -0.857 4.461 3.427
O -0.157 3.748 2.417
O -0.240 6.262 4.915
H 1.100 5.403 3.672
H 0.537 4.315 4.935
H -1.616 5.307 3.047
H -1.638 3.797 3.908
H 0.685 4.237 2.042
H 0.441 6.669 5.414
C -1.379 -5.039 -2.170
C -0.966 -3.749 -1.601
O 0.049 -3.026 -2.324
O -2.307 -5.680 -1.331
H -0.607 -5.723 -2.264
H -1.658 -4.998 -3.228
H -0.654 -3.882 -0.349
H -1.774 -3.173 -1.472
H 0.707 -3.548 -2.201
H -2.341 -5.146 -0.546
C -4.902 1.072 2.066
C -4.113 1.975 2.933
O -4.153 1.417 4.242
O -4.715 1.675 0.729
H -5.987 1.148 2.478
H -4.718 -0.058 2.113
H -4.570 3.029 3.057
H -2.974 2.057 2.702
H -4.430 2.120 4.942
H -5.138 2.462 0.693
C -2.719 1.428 -5.752
C -3.141 2.843 -5.983
O -4.501 2.851 -6.210
O -1.397 1.365 -5.417
H -2.908 0.808 -6.726
H -3.175 0.837 -4.824
H -2.614 3.265 -6.721
H -2.915 3.442 -4.998
H -4.961 2.123 -6.031
H -0.953 1.902 -5.938
C -0.968 -0.700 4.410
C -2.214 -1.589 4.295
O -3.293 -1.130 5.002
O -0.040 -0.831 3.288
H -0.522 -0.638 5.427
H -1.366 0.189 4.348
H -1.963 -2.711 4.707
H -2.515 -1.910 3.166
H -3.551 -0.245 4.496
H 0.269 -1.831 3.180
C 4.628 -1.479 -4.461
C 3.908 -1.975 -3.171
O 4.396 -1.513 -1.972
O 4.224 -2.290 -5.537
H 5.760 -1.368 -4.427
H 4.403 -0.415 -4.507
H 3.740 -3.182 -3.293
H 2.857 -1.784 -3.047
H 4.179 -2.209 -1.279
H 3.509 -2.066 -6.013
C 1.179 -3.628 5.302
C 1.326 -4.246 3.918
O 0.788 -3.327 2.969
O 1.854 -4.353 6.295
H 0.079 -3.383 5.523
H 1.498 -2.562 5.211
H 0.685 -5.227 3.698
H 2.660 -4.432 3.828
H 0.836 -3.628 2.029
H 2.893 -4.364 6.032
*
```

=====

(5)
Density functional theory data (ωB97M-V with the def2-TZVPD basis set) for a cluster of 9 separate species, C38H40Cl6F48O6 in total.

Computed properties:
Energy: -9477.97321 Eh
HOMO-LUMO gap: 10.713 eV
Structure (SMILES): FC(F)C(F)(F)COC(F)(F)C(F)F.FC(F)C(F)(F)COC(F)(F)C(F)F.FC(F)C(F)(F)COC(F)(F)C(F)F.FC(F)C(F)(F)COC(F)(F)C(F)F.FC(F)C(F)(F)COC(F)(F)C(F)F.FC(F)C(F)(F)COC(F)(F)C(F)F.ClC(Cl)Cl.ClC(Cl)Cl.CCCCCC
HOMO level: -0.393 Eh

ORCA input file:
```
! wB97M-V def2-TZVPD RIJCOSX def2/J DEFGRID3
* xyz 0 1
F -3.738 -0.200 -0.870
C -3.933 -1.418 -1.432
F -4.221 -2.307 -0.428
C -4.821 -1.601 -2.629
F -4.311 -0.791 -3.603
F -6.003 -1.065 -2.214
C -4.970 -3.056 -3.163
O -3.685 -3.697 -3.302
C -3.546 -4.430 -4.524
F -4.338 -5.476 -4.402
F -3.993 -3.663 -5.538
C -2.128 -4.960 -4.597
F -1.798 -5.482 -5.737
F -1.237 -4.015 -4.391
H -2.939 -1.703 -1.777
H -5.589 -3.026 -4.059
H -5.546 -3.611 -2.422
H -2.034 -5.714 -3.816
F -4.596 -5.536 5.747
C -4.820 -5.115 4.530
F -3.671 -5.177 3.898
C -5.927 -5.999 3.822
F -6.252 -5.495 2.657
F -7.063 -5.996 4.541
C -5.429 -7.472 3.610
O -6.439 -8.228 2.881
C -6.012 -8.957 1.725
F -5.516 -8.042 0.903
F -5.099 -9.872 2.048
C -7.152 -9.664 1.079
F -6.997 -10.150 -0.124
F -7.516 -10.625 1.865
H -5.224 -4.108 4.629
H -5.317 -7.998 4.558
H -4.498 -7.583 3.054
H -7.973 -8.964 0.925
F 4.562 5.877 2.856
C 4.383 5.920 4.180
F 3.850 7.146 4.475
C 3.702 4.699 4.768
F 2.369 4.741 4.449
F 3.711 4.695 6.074
C 4.245 3.412 4.215
O 5.524 2.956 4.685
C 5.815 1.602 4.679
F 4.914 0.995 5.498
F 5.638 1.214 3.399
C 7.297 1.383 5.309
F 7.601 0.133 5.605
F 8.264 1.808 4.440
H 5.428 5.867 4.484
H 4.371 3.484 3.135
H 3.561 2.601 4.468
H 7.350 1.966 6.229
F 0.228 1.703 8.322
C 0.481 0.555 8.906
F 0.844 0.771 10.149
C -0.651 -0.496 8.732
F -0.889 -0.618 7.461
F -1.755 -0.223 9.424
C -0.179 -1.854 9.383
O 1.033 -2.337 8.872
C 1.831 -2.942 9.887
F 2.192 -2.053 10.832
F 1.009 -3.864 10.438
C 3.058 -3.701 9.397
F 3.611 -4.559 10.285
F 2.852 -4.277 8.211
H 1.387 0.134 8.469
H -0.965 -2.579 9.172
H -0.265 -1.818 10.469
H 3.793 -2.951 9.103
F -3.242 7.870 -0.659
C -4.055 8.801 -0.224
F -3.718 9.092 1.070
C -4.065 9.979 -1.279
F -5.050 10.880 -1.119
F -4.284 9.465 -2.509
C -2.765 10.781 -1.257
O -1.636 10.065 -1.876
C -0.477 10.198 -1.020
F -0.222 11.410 -0.625
F -0.661 9.478 0.055
C 0.790 9.771 -1.792
F 1.247 10.620 -2.674
F 1.817 9.505 -0.908
H -5.082 8.439 -0.175
H -2.612 11.146 -0.241
H -2.906 11.696 -1.832
H 0.669 8.767 -2.197
F -1.444 -0.957 -8.453
C -0.243 -0.264 -8.448
F 0.324 -0.340 -7.282
C 0.646 -0.536 -9.620
F 1.667 0.225 -9.751
F -0.144 -0.415 -10.691
C 1.203 -2.001 -9.713
O 2.107 -2.167 -10.821
C 2.337 -3.519 -11.241
F 2.833 -4.217 -10.255
F 1.141 -4.014 -11.514
C 3.218 -3.576 -12.497
F 4.407 -3.030 -12.276
F 3.334 -4.803 -13.090
H -0.492 0.797 -8.474
H 0.376 -2.712 -9.715
H 1.792 -2.242 -8.828
H 2.790 -2.966 -13.292
Cl 6.233 -2.832 -5.501
C 6.101 -3.537 -3.914
Cl 6.638 -5.286 -3.902
Cl 4.424 -3.306 -3.200
H 6.808 -2.984 -3.295
Cl 2.694 4.671 -6.357
C 4.362 4.278 -6.676
Cl 5.454 4.526 -5.221
Cl 4.946 5.310 -7.953
H 4.429 3.219 -6.926
C 0.972 3.531 -0.417
C 0.564 2.141 0.028
C 1.465 0.954 -0.415
C 1.740 0.019 0.723
C 0.710 -0.796 1.431
C 1.274 -1.251 2.755
H 1.831 4.032 0.028
H 0.117 4.207 -0.437
H 1.186 3.435 -1.481
H 0.385 2.269 1.095
H -0.414 2.094 -0.451
H 2.378 1.347 -0.862
H 0.947 0.403 -1.201
H 2.521 -0.610 0.296
H 2.306 0.612 1.441
H -0.113 -0.119 1.658
H 0.421 -1.639 0.804
H 2.204 -1.786 2.564
H 1.392 -0.420 3.451
H 0.558 -1.903 3.255
*
```

=====

(6)
Density functional theory data (ωB97M-V with the def2-TZVPD basis set) for a structure of composition C6H15N.

Computed properties:
Energy: -292.10831 Eh
Energy above the lowest of the compared OMol25 structures with the same formula, charge and spin: 684.51 kJ/mol
HOMO-LUMO gap: 6.086 eV
HOMO level: -0.241 Eh

ORCA input file:
```
! wB97M-V def2-TZVPD RIJCOSX def2/J DEFGRID3
* xyz 0 1
C -2.478 0.008 0.053
C -2.608 1.475 -0.263
C -2.150 -0.963 -0.918
N 0.512 0.338 0.622
C 0.962 -0.280 -0.339
C 2.417 -0.730 -0.482
C 3.308 -0.125 0.606
H -1.266 -0.338 -0.140
H -3.041 -0.308 0.911
H -3.292 1.675 -1.088
H -2.949 2.051 0.595
H -1.616 1.855 -0.502
H -1.920 -0.689 -1.941
H -2.612 -1.939 -0.824
H -0.379 1.215 3.834
H 0.300 -0.646 -1.195
H 0.303 0.903 3.788
H 2.351 -1.820 -0.418
H 2.893 -0.543 -1.447
H 4.340 -0.273 0.268
H 3.250 -0.714 1.513
H 3.115 0.923 0.794
*
```

=====

no.,maximum force (Eh/bohr)
1,0.0143
2,0.0861
3,0.0134
4,0.1951
5,0.1144
6,0.0450